No. 1
The following is a quantum chemistry calculation of a molecular structure, C48H26ClDyN10O at a distorted geometry, from the OMol25 dataset.

The geometry in XYZ format:
```
87
Properties=species:S:1:pos:R:3:lowdin_charge:R:1
Dy 0.877 -0.406 0.190 1.6542
C 1.200 -6.826 -2.310 -0.0741
C 0.030 -7.046 -1.577 -0.0708
C -0.558 -6.030 -0.834 -0.0073
C 0.060 -4.793 -0.844 -0.1047
C -0.283 -3.517 -0.182 -0.2801
N 0.725 -2.576 -0.525 -0.0134
C 1.607 -3.167 -1.357 -0.2839
N 2.671 -2.660 -1.959 0.1785
C 3.012 -1.363 -1.997 -0.2752
C 4.220 -0.917 -2.698 -0.1113
C 5.227 -1.632 -3.330 -0.0106
C 6.261 -0.912 -3.904 -0.0775
C 6.277 0.488 -3.849 -0.0719
C 5.265 1.198 -3.222 -0.0076
C 4.234 0.472 -2.645 -0.1036
C 3.041 0.884 -1.896 -0.2801
N 2.728 2.106 -1.678 0.2049
C 1.665 2.573 -0.951 -0.2791
N 0.827 1.826 -0.169 -0.0186
C -0.124 2.629 0.326 -0.2547
N -1.244 2.129 1.062 0.0399
C -1.501 -0.165 2.008 -0.2367
N -0.861 -1.141 1.339 -0.0411
C -1.688 -2.175 1.156 -0.2805
N -1.345 -3.351 0.504 0.2084
C -2.945 -1.856 1.724 -0.1046
C -4.183 -2.533 1.771 -0.0256
C -5.254 -1.904 2.342 -0.0961
C -5.137 -0.593 2.884 -0.0929
C -3.951 0.087 2.859 -0.0411
C -2.830 -0.542 2.271 -0.1107
C 0.069 3.953 -0.097 -0.1109
C -0.628 5.166 0.110 -0.0351
C -0.158 6.293 -0.505 -0.0988
C 0.995 6.256 -1.338 -0.0959
C 1.682 5.093 -1.554 -0.0262
C 1.224 3.916 -0.926 -0.1129
N 2.352 -0.301 -1.514 -0.0171
C 1.223 -4.578 -1.565 -0.1092
C 1.813 -5.581 -2.313 -0.0081
H 1.631 -7.639 -2.879 0.1016
H -0.424 -8.029 -1.589 0.1025
H -1.463 -6.190 -0.263 0.1150
H 5.198 -2.714 -3.364 0.1117
H 7.070 -1.433 -4.400 0.1005
H 7.099 1.023 -4.307 0.1021
H 5.269 2.279 -3.174 0.1145
H -4.272 -3.530 1.357 0.1092
H -6.213 -2.406 2.382 0.0949
H -6.010 -0.128 3.327 0.0966
H -3.874 1.085 3.276 0.1050
H -1.510 5.199 0.739 0.0982
H -0.671 7.236 -0.360 0.0946
H 1.328 7.171 -1.812 0.0949
H 2.556 5.065 -2.192 0.1081
H 2.721 -5.391 -2.871 0.1129
Cl 1.741 1.745 7.782 0.6585
C 1.668 1.210 6.129 -0.6698
C 2.704 0.402 5.616 -0.0788
C 2.675 -0.022 4.319 0.0095
C 1.595 0.287 3.448 -0.3201
O 1.630 -0.111 2.228 -0.2080
C 0.551 1.105 3.993 -0.1051
C -0.407 1.713 3.140 0.0648
N -0.961 1.172 2.083 0.0394
C -2.438 1.927 0.295 -0.1438
C -3.528 2.685 0.599 0.0010
C -4.705 2.631 -0.178 -0.0495
C -4.752 1.824 -1.272 -0.0174
C -3.640 1.015 -1.615 -0.1320
C -3.670 0.156 -2.736 0.0030
C -2.594 -0.627 -3.011 -0.0269
C -1.489 -0.564 -2.144 -0.1088
N -1.413 0.221 -1.095 0.0828
C -2.472 1.040 -0.824 -0.1164
C 0.640 1.582 5.325 -0.0613
H 3.533 0.136 6.259 0.1105
H 3.476 -0.625 3.912 0.1225
H -0.611 2.777 3.249 0.1615
H -3.467 3.351 1.451 0.1212
H -5.553 3.247 0.089 0.1099
H -5.637 1.782 -1.895 0.1175
H -4.555 0.131 -3.360 0.1226
H -2.577 -1.303 -3.855 0.1124
H -0.638 -1.217 -2.318 0.1011
H -0.139 2.229 5.710 0.1191
```

HOMO-LUMO gap (alpha / beta) = 5.189 / 5.203 eV
⟨S²⟩ = 9.058
Spin multiplicity = 6
HOMO (alpha / beta) = -6.4 / -6.4 eV
Charge = 0

---

No. 2
The following is a quantum chemistry calculation of a molecular structure, C48H33F3N3O6SSb2Se4Y at a distorted geometry, from the OMol25 dataset.

The geometry in XYZ format:
```
101
Properties=species:S:1:pos:R:3:lowdin_charge:R:1
Y 0.989 -0.893 -1.362 1.1985
O 2.054 4.690 -0.574 0.0250
C 2.062 4.458 -1.899 -0.2902
C 1.882 5.549 -2.751 -0.0371
C 1.853 5.366 -4.121 -0.1094
C 2.004 4.097 -4.670 -0.0984
C 2.178 3.012 -3.827 -0.0165
C 2.215 3.170 -2.445 -0.0746
C 2.311 1.946 -1.593 -0.4656
O 2.371 0.799 -2.141 -0.1952
N 2.297 2.138 -0.293 0.0333
N 2.320 0.888 0.331 -0.0165
C 3.252 0.778 1.190 -0.1001
C 3.677 -0.501 1.746 -0.1814
C 4.532 -0.503 2.855 -0.0920
C 5.116 -1.657 3.331 -0.1317
C 4.891 -2.847 2.628 -0.1121
C 4.083 -2.869 1.515 -0.0260
C 3.397 -1.708 1.047 -0.3686
O 2.605 -1.784 0.036 -0.2791
H 2.144 3.793 -0.135 0.0596
H 1.746 6.527 -2.306 0.1063
H 1.698 6.224 -4.768 0.0900
H 1.965 3.949 -5.742 0.0931
H 2.247 2.004 -4.214 0.1229
H 3.849 1.662 1.433 0.1255
H 4.736 0.449 3.338 0.1060
H 5.764 -1.636 4.198 0.0818
H 5.374 -3.763 2.949 0.0914
H 3.958 -3.787 0.954 0.1024
S -3.409 -3.166 -2.106 0.9649
C -3.594 -1.553 -2.651 -0.4356
C -2.454 -0.826 -2.494 -0.2231
C -1.345 -1.539 -1.905 -0.2872
C -1.765 -2.812 -1.631 -0.5650
C -0.929 -3.808 -0.983 -0.3118
C -1.299 -5.151 -0.863 -0.0361
C -0.472 -6.028 -0.195 -0.0721
C 0.717 -5.548 0.333 -0.0632
C 1.022 -4.212 0.150 -0.1150
N 0.230 -3.339 -0.477 0.0626
H -4.532 -1.234 -3.085 0.0513
H -2.391 0.197 -2.837 0.0886
H -2.229 -5.484 -1.304 0.0896
H -0.749 -7.070 -0.091 0.1031
H 1.410 -6.189 0.861 0.0969
H 1.942 -3.787 0.517 0.0697
O -1.505 2.722 -4.802 0.0714
C -1.519 3.464 -3.662 -0.2545
C -2.004 4.770 -3.685 -0.0404
C -2.035 5.537 -2.532 -0.1008
C -1.586 5.005 -1.333 -0.0881
C -1.114 3.702 -1.313 -0.0240
C -1.069 2.910 -2.458 -0.0457
C -0.465 1.535 -2.335 -0.6329
O -0.066 0.910 -3.323 -0.0095
O -0.377 1.058 -1.145 -0.2129
H -1.761 3.294 -5.533 0.1002
H -2.351 5.186 -4.627 0.1036
H -2.406 6.554 -2.577 0.0939
H -1.592 5.597 -0.426 0.1005
H -0.737 3.263 -0.398 0.1187
Se 3.368 -2.147 -3.161 0.0958
Sb 3.020 -3.317 -5.309 -0.2059
Se 3.591 -2.037 -7.250 -0.1993
Se 3.063 -5.706 -5.190 -0.2150
Se 1.062 -2.334 -3.943 0.1360
F 0.740 -0.334 7.746 0.0324
C 0.446 -0.349 6.421 -0.2889
C -0.885 -0.351 6.041 -0.0199
C -1.180 -0.380 4.688 -0.1263
C -0.169 -0.400 3.720 -0.3740
C 1.151 -0.390 4.155 -0.0989
C 1.475 -0.368 5.509 -0.0068
Sb -0.605 -0.531 1.611 1.6099
C -1.945 -2.195 1.901 -0.3684
C -1.438 -3.281 2.617 -0.1320
C -2.175 -4.443 2.789 -0.0218
C -3.440 -4.494 2.238 -0.2889
F -4.177 -5.625 2.407 0.0297
C -3.978 -3.452 1.520 -0.0259
C -3.214 -2.301 1.346 -0.1152
C -2.036 1.069 1.544 -0.3513
C -2.912 1.189 0.466 -0.1193
C -3.789 2.260 0.373 -0.0069
C -3.758 3.223 1.362 -0.2931
F -4.606 4.279 1.275 0.0327
C -2.892 3.157 2.430 -0.0210
C -2.034 2.063 2.517 -0.1189
H -1.660 -0.338 6.796 0.1114
H -2.218 -0.396 4.376 0.1064
H 1.957 -0.422 3.431 0.0690
H 2.504 -0.376 5.845 0.1148
H -0.441 -3.229 3.045 0.1016
H -1.783 -5.295 3.328 0.1143
H -4.960 -3.549 1.078 0.1130
H -3.626 -1.492 0.753 0.0928
H -2.890 0.467 -0.342 0.0785
H -4.456 2.374 -0.471 0.1214
H -2.889 3.945 3.172 0.1108
H -1.356 1.999 3.360 0.0885
```

HOMO-LUMO gap = 6.871 eV
Relative energy (zero: lowest compared OMol25 entry of this formula, charge and spin) = 49.5 kcal per mole
Spin multiplicity = 1
HOMO = -3.2 eV
Charge = -2

---

No. 3
The following is a quantum chemistry calculation of 4 unconnected molecules or ions with the total composition C48H33N2O6 at a distorted geometry, from the OMol25 dataset.

The geometry in XYZ format:
```
89
Properties=species:S:1:pos:R:3:lowdin_charge:R:1
C -0.437 5.223 -0.654 0.0410
C -1.205 5.435 -1.742 -0.1591
C -2.430 6.340 -1.807 -0.1041
C -3.728 5.700 -1.408 -0.2120
C -4.698 6.312 -0.688 0.0047
N -5.711 5.384 -0.494 0.1315
C -5.372 4.260 -1.104 -0.0473
N -4.178 4.418 -1.662 0.1855
H 0.632 5.372 -0.766 0.0804
H -0.786 4.882 0.314 0.0408
H -0.886 4.959 -2.664 0.1040
H -2.270 7.106 -1.059 0.1213
H -2.480 6.788 -2.793 0.1287
H -4.703 7.323 -0.332 0.1476
H -6.560 5.553 0.021 0.1807
H -5.967 3.366 -1.147 0.1639
H -3.662 3.730 -2.190 0.1880
C 4.823 -1.629 -2.275 -0.0412
C 4.835 -0.333 -2.781 -0.0477
C 3.778 0.524 -2.528 -0.0001
C 2.697 0.085 -1.775 -0.0845
C 2.675 -1.224 -1.283 -0.0763
C 3.745 -2.074 -1.528 0.0062
C 1.509 -1.734 -0.513 -0.2651
O 1.490 -2.866 -0.082 0.1033
C 0.353 -0.816 -0.294 -0.0712
C -0.773 -1.283 0.373 0.0065
C -1.847 -0.438 0.594 -0.0564
C -1.795 0.883 0.158 -0.0726
C -0.676 1.349 -0.511 -0.0150
C 0.396 0.501 -0.747 -0.0782
C 1.576 1.020 -1.499 -0.2742
O 1.604 2.174 -1.877 0.0923
H 5.653 -2.293 -2.469 0.1128
H 5.674 0.007 -3.374 0.1102
H 3.787 1.533 -2.916 0.1199
H 3.729 -3.083 -1.140 0.1217
H -0.806 -2.309 0.713 0.1234
H -2.724 -0.805 1.111 0.1080
H -2.632 1.547 0.341 0.0908
H -0.631 2.374 -0.856 0.0897
C -4.155 4.776 3.060 -0.0686
C -2.946 4.924 2.385 -0.0734
C -1.755 4.640 3.021 -0.0062
C -1.752 4.209 4.340 -0.0697
C -2.959 4.084 5.026 -0.0709
C -4.160 4.359 4.380 0.0030
C -2.983 3.668 6.460 -0.2745
O -4.037 3.555 7.048 0.1165
C -1.684 3.404 7.136 -0.0834
C -1.679 3.068 8.483 0.0039
C -0.480 2.806 9.125 -0.0455
C 0.718 2.870 8.421 -0.0458
C 0.720 3.209 7.079 0.0036
C -0.478 3.485 6.433 -0.0843
C -0.454 3.879 5.000 -0.2744
O 0.583 3.940 4.375 0.1158
H -5.092 4.992 2.561 0.0883
H -2.929 5.265 1.355 0.0747
H -0.822 4.746 2.485 0.1061
H -5.092 4.246 4.917 0.1233
H -2.612 3.015 9.027 0.1233
H -0.477 2.549 10.175 0.1120
H 1.652 2.659 8.924 0.1119
H 1.650 3.264 6.530 0.1230
C 1.103 -6.792 -0.400 -0.0508
C 1.101 -8.181 -0.482 -0.0537
C 1.570 -8.812 -1.622 -0.0005
C 2.034 -8.056 -2.691 -0.0823
C 2.016 -6.661 -2.616 -0.0807
C 1.558 -6.034 -1.465 -0.0010
C 2.468 -5.826 -3.764 -0.2740
O 2.459 -4.613 -3.695 0.0945
C 2.925 -6.519 -5.000 -0.0838
C 3.300 -5.763 -6.103 -0.0051
C 3.740 -6.391 -7.256 -0.0571
C 3.815 -7.779 -7.309 -0.0540
C 3.438 -8.539 -6.214 0.0003
C 2.984 -7.914 -5.060 -0.0812
C 2.553 -8.749 -3.903 -0.2768
O 2.618 -9.959 -3.950 0.1110
H 0.745 -6.300 0.495 0.1083
H 0.734 -8.772 0.347 0.1078
H 1.575 -9.891 -1.689 0.1214
H 1.556 -4.955 -1.404 0.0951
H 3.244 -4.684 -6.057 0.1181
H 4.027 -5.801 -8.116 0.1073
H 4.165 -8.268 -8.208 0.1087
H 3.491 -9.618 -6.252 0.1218
```

HOMO-LUMO gap = 7.726 eV
Relative energy (zero: lowest compared OMol25 entry of this formula, charge and spin) = 0.0 kcal per mole
Spin multiplicity = 1
HOMO = -10.8 eV
Charge = +1

---

No. 4
The following is a quantum chemistry calculation of a molecular structure, C48H34BrF6O8Pd at a distorted geometry, from the OMol25 dataset.

The geometry in XYZ format:
```
98
Properties=species:S:1:pos:R:3:lowdin_charge:R:1
Pd 1.080 0.867 0.997 0.9385
Br 1.301 2.123 -1.564 -0.1601
C 0.361 5.080 1.983 -0.0161
C -0.700 5.974 1.516 -0.3858
C -1.854 5.222 0.670 -0.3881
O -2.589 5.868 0.011 0.0520
C -1.948 3.802 0.759 -0.0327
C -0.983 3.030 1.274 -0.3729
C 0.238 3.729 1.872 -0.3654
O 1.298 2.974 2.133 -0.1801
O -1.143 1.688 1.233 -0.2274
O -0.758 7.152 1.650 0.0220
H 1.252 5.549 2.375 0.0934
H -2.865 3.319 0.457 0.0889
C 2.310 -3.003 -0.423 -0.0264
C 2.182 -1.831 0.254 -0.3692
C 3.336 -1.069 0.800 -0.3713
O 3.234 0.070 1.392 -0.1290
C 4.653 -1.539 0.738 -0.0116
C 4.873 -2.845 0.116 -0.3442
C 3.635 -3.605 -0.566 -0.3401
O 3.876 -4.682 -1.141 -0.0323
O 6.030 -3.200 -0.182 -0.0361
O 0.983 -1.282 0.217 -0.1960
H 1.401 -3.441 -0.808 0.0974
H 5.478 -0.965 1.133 0.1023
F -0.263 0.531 -4.960 0.1101
C -0.963 -0.560 -4.927 -0.2869
C -1.421 -1.267 -6.051 -0.0469
C -2.079 -2.467 -5.948 -0.1074
C -2.173 -3.018 -4.637 -0.1133
C -1.820 -2.338 -3.473 -0.0768
C -1.216 -1.108 -3.655 0.0041
H -1.371 -0.876 -7.056 0.0995
H -2.418 -2.994 -6.827 0.0881
H -2.811 -3.889 -4.596 0.0764
H -1.905 -2.694 -2.457 0.1059
H -0.792 -0.688 -2.755 0.1152
F 7.659 -1.257 -1.746 0.0557
C 6.783 -0.255 -1.671 -0.3176
C 5.535 -0.419 -2.226 -0.0330
C 4.657 0.636 -2.330 -0.0857
C 4.971 1.795 -1.603 -0.0861
C 6.233 1.936 -0.960 -0.0918
C 7.065 0.876 -0.959 -0.0742
H 5.251 -1.257 -2.844 0.1196
H 3.755 0.643 -2.924 0.0762
H 4.184 2.528 -1.505 0.0351
H 6.421 2.889 -0.487 0.0941
H 8.038 1.037 -0.520 0.1045
F 0.723 0.174 3.044 -0.0366
C -0.153 -0.456 3.936 -0.2418
C -1.167 -1.269 3.541 -0.0134
C -2.022 -1.895 4.465 -0.0847
C -1.804 -1.728 5.816 -0.1328
C -0.709 -0.969 6.273 -0.0624
C 0.086 -0.232 5.269 0.0219
H -1.340 -1.367 2.480 0.1251
H -2.883 -2.489 4.196 0.0965
H -2.492 -2.126 6.547 0.0853
H -0.490 -0.874 7.326 0.0825
H 0.818 0.491 5.596 0.1157
F -7.535 2.717 0.163 0.0228
C -6.760 1.644 -0.204 -0.2492
C -7.257 0.568 -1.039 -0.0209
C -6.467 -0.587 -1.247 -0.1195
C -5.182 -0.627 -0.742 -0.0878
C -4.703 0.455 0.101 -0.0311
C -5.492 1.593 0.304 -0.0280
H -8.287 0.564 -1.362 0.0882
H -6.867 -1.465 -1.733 0.0905
H -4.612 -1.539 -0.834 0.0897
H -3.740 0.324 0.572 0.1001
H -5.086 2.276 1.035 0.1186
F 3.621 -4.208 7.165 0.0568
C 3.207 -4.320 5.907 -0.3300
C 2.205 -3.531 5.368 -0.0181
C 1.887 -3.578 4.037 -0.0560
C 2.618 -4.370 3.199 -0.0773
C 3.696 -5.056 3.675 -0.0616
C 3.951 -5.051 5.050 -0.0414
H 1.561 -2.953 6.014 0.0987
H 0.960 -3.092 3.769 0.1017
H 2.441 -4.433 2.135 0.1040
H 4.362 -5.538 2.975 0.1106
H 4.895 -5.278 5.523 0.1106
F -0.487 3.842 -4.030 -0.0030
C -1.869 3.707 -4.049 -0.2120
C -2.364 2.729 -3.210 -0.0071
C -3.707 2.430 -3.206 -0.0726
C -4.460 3.228 -4.001 -0.1389
C -4.045 4.293 -4.784 -0.1121
C -2.704 4.507 -4.872 -0.0301
H -1.746 2.075 -2.613 0.0917
H -4.104 1.637 -2.589 0.0977
H -5.513 3.054 -3.840 0.0886
H -4.809 4.860 -5.294 0.0926
H -2.174 5.092 -5.610 0.1043
```

HOMO-LUMO gap (alpha / beta) = 5.222 / 5.217 eV
⟨S²⟩ = 2.005
Spin multiplicity = 3
HOMO (alpha / beta) = 0.0 / 0.0 eV
Charge = -3